# 1
Density functional theory data (ωB97M-V/def2-TZVPD) for a structure of composition C5H11FN2.

Summary:
- orbital gap (eV) = 9.7
- molar mass (g/mol) = 118.16
- calculated total energy (Ha) = -406.305197
- HOMO level (eV) = -8.90
- ΔE to the lowest compared entry with this formula, charge and spin (kcal/mol) = 111.77

```
19
C5H11FN2, DFT ωB97M-V/def2-TZVPD
C -0.1997 0.4106 0.1441
C 0.5411 -0.8187 -0.5314
C 1.9134 -0.8189 0.1893
C -1.1781 -0.2256 1.1172
C -1.5189 0.6172 -0.8029
H 1.8647 1.3824 0.0849
H 0.2353 2.6389 -0.1867
H -0.0203 -1.7460 -0.2796
H 0.6183 -0.6001 -1.6378
H 1.5581 -0.7754 1.1891
H 2.4739 -1.7169 -0.1061
H -0.8217 -1.1606 1.4989
H -1.4662 0.5517 1.9323
H -2.0369 -1.2926 -0.4154
H -1.4930 0.3939 -1.8216
H -1.7008 1.7624 -0.8467
N 0.7093 1.5325 0.4745
N -2.2504 -0.4061 0.0760
F 2.7719 0.2714 -0.0781
```

# 2
Density functional theory data (ωB97M-V/def2-TZVPD) for a structure of composition C10H21ClINO3PTi.

Summary:
- orbital gap (spin up / spin down) (eV) = 7.3 / 4.4
- 2S+1 = 2
- molar mass (g/mol) = 444.48
- net charge = +2
- calculated total energy (Ha) = -2622.267566
- HOMO level (spin up / spin down) (eV) = -16.01 / -15.93
- ΔE to the lowest compared entry with this formula, charge and spin (kcal/mol) = 44.12

```
39
C10H21ClINO3PTi, DFT ωB97M-V/def2-TZVPD
C -3.4248 -0.2054 -3.4007
C -2.1334 0.4082 -2.9643
H -3.9929 0.5269 -3.9767
H -4.0083 -0.5354 -2.5303
H -3.2126 -1.0824 -4.0250
O -1.7839 1.5653 -3.2255
I -0.1209 -3.8130 -1.1536
Ti -0.6811 -1.4155 -0.6700
P -1.3884 1.0362 0.1798
C -0.2641 2.3249 -0.4501
C -3.0657 1.7179 -0.0633
H -1.1169 0.1052 2.3969
H -2.0560 1.6215 2.4138
H -0.2722 1.6807 2.2390
C -1.1792 1.1191 1.9866
H -3.7936 0.8982 -0.0357
H -3.2710 2.4157 0.7602
H -0.4572 3.2564 0.1001
H -0.4461 2.4657 -1.5243
H -3.1312 2.2372 -1.0270
H 0.7739 1.9993 -0.2956
C -1.2649 -0.4724 -2.2477
O 0.0132 -0.6656 -2.3698
Cl -2.6603 -1.7819 0.4595
C 4.1771 -1.0969 1.9217
N 2.7455 -0.9062 1.7218
C 1.9360 -0.4977 2.8676
C 2.1449 -1.1205 0.5604
C 2.9091 -1.4700 -0.6700
O 0.8575 -1.0322 0.5424
H 4.4164 -0.7662 2.9345
H 4.7581 -0.5036 1.2051
H 4.4654 -2.1537 1.8189
H 1.4715 0.4808 2.6946
H 1.1524 -1.2327 3.0900
H 2.6122 -0.4227 3.7191
H 2.6875 -2.5059 -0.9695
H 2.6162 -0.8089 -1.4980
H 3.9881 -1.3703 -0.5151
```

# 3
Density functional theory data (ωB97M-V/def2-TZVPD) for the molecule C5H7NO.

Summary:
- orbital gap (eV) = 10.1
- molar mass (g/mol) = 97.12
- calculated total energy (Ha) = -324.587576
- HOMO level (eV) = -9.58
- ΔE to the lowest compared entry with this formula, charge and spin (kcal/mol) = 85.90

```
14
C5H7NO, DFT ωB97M-V/def2-TZVPD
C -1.4616 -1.0267 0.1542
C -0.2286 -0.2831 0.6387
C 0.9951 -0.3433 -0.3281
C 0.9961 1.1362 -0.8296
O 0.7526 1.7778 1.2520
C -0.0945 1.2220 0.5456
N -0.1776 1.7433 -0.7781
H -2.3184 -0.8625 0.8145
H -1.2593 -2.1057 0.1377
H -1.7390 -0.7173 -0.8582
H 0.0337 -0.5317 1.6663
H 1.8984 -0.7801 0.1138
H 0.7581 -0.8680 -1.2576
H 1.8448 1.6389 -1.2712
```

# 4
Density functional theory data (ωB97M-V/def2-TZVPD) for a structure of composition CH4IN.

Summary:
- orbital gap (spin up / spin down) (eV) = 6.7 / 7.0
- 2S+1 = 3
- molar mass (g/mol) = 156.95
- calculated total energy (Ha) = -392.743886
- HOMO level (spin up / spin down) (eV) = -5.87 / -9.23
- ΔE to the lowest compared entry with this formula, charge and spin (kcal/mol) = 48.98

```
7
CH4IN, DFT ωB97M-V/def2-TZVPD
C 0.8293 0.3991 -0.1426
N -0.6265 -0.6095 0.5704
I -2.3126 0.1926 -0.2639
H 0.3144 1.1688 -0.8178
H 1.0241 0.6583 0.8988
H 1.4384 -0.2284 -0.6641
H -0.6671 -1.5810 0.4191
```